Formula: C2FLi2O2Tl
Source: the Open Molecules 2025 dataset
Level of theory: ωB97M-V with the def2-TZVPD basis set

- LUMO level (alpha / beta) (eV) = -2.225 / -2.224
- ΔE to the lowest compared entry with this formula, charge and spin (kcal/mol) = 40.8
- orbital gap (alpha / beta) (eV) = 3.71 / 3.71
- charge = 0

Each line ends with the Mulliken charge.
Positions of all 8 atoms, in Å:
Tl -0.5977 -1.1733 -2.3888  0.528
C -0.0814 1.3615 0.2378  0.012
F 0.2184 -2.1409 -0.5445  -0.774
Li 0.7393 -0.3763 3.5766  0.708
O -0.9102 1.0200 -2.1096  -0.810
Li 0.7398 -0.9747 0.6998  0.804
C -0.4792 1.2043 -0.9154  0.333
O 0.3709 1.0795 1.4442  -0.800